Entry 1:
Formula: C24H29N7O4
Source: the OMol25 dataset
Level of theory: ωB97M-V/def2-TZVPD

ORCA input file:
```
! wB97M-V def2-TZVPD RIJCOSX def2/J DEFGRID3
* xyz 0 1
C -7.77325 -1.93429 -0.95323
O -7.57149 -0.83513 -0.09804
C -6.36344 -0.21381 -0.10473
C -5.28391 -0.57713 -0.90564
C -4.09738 0.12707 -0.82486
C -3.96583 1.19814 0.05249
C -2.72111 1.92474 0.14593
N -2.54773 3.05102 0.87413
N -1.32724 3.40958 0.72093
N -0.76554 2.53939 -0.07768
C 0.61488 2.55098 -0.44436
C 1.31093 1.42462 0.33293
O 0.78343 0.95770 1.32769
N 2.50146 0.99359 -0.12565
C 3.11675 1.46220 -1.35093
C 2.61688 0.73487 -2.62641
O 3.46478 -0.29418 -3.02703
C 3.07526 -0.17002 0.57225
C 2.38647 -1.41422 -0.02340
O 2.81042 -2.01795 -0.99767
N 1.24647 -1.72039 0.59887
C 0.31885 -2.72563 0.11880
C -0.13993 -3.62287 1.27859
C -1.46750 -3.01610 1.72382
C -2.12200 -2.63759 0.39904
C -0.96738 -2.06640 -0.43000
C 4.58365 -0.13772 0.56254
C 5.21416 0.94189 1.18133
C 6.59697 0.98645 1.20104
N 7.36088 0.04898 0.66580
C 6.76466 -0.97572 0.08666
C 5.38586 -1.12293 0.00460
N -1.58809 1.58955 -0.46774
C -5.05084 1.56646 0.84980
C -6.23259 0.86860 0.77147
H -7.66301 -1.65129 -2.00494
H -7.08574 -2.75446 -0.72256
H -8.79615 -2.26186 -0.77483
H -5.35541 -1.40424 -1.59430
H -3.26080 -0.14898 -1.44804
H 0.69336 2.39874 -1.52193
H 1.02704 3.52124 -0.15657
H 2.95823 2.53813 -1.43433
H 4.19323 1.29015 -1.28133
H 1.59242 0.36788 -2.46204
H 2.60301 1.44799 -3.45590
H 3.37494 -1.04411 -2.40695
H 2.75222 -0.07510 1.61803
H 0.89182 -1.09518 1.31317
H 0.85383 -3.28978 -0.64852
H 0.60368 -3.65881 2.07338
H -0.30126 -4.63717 0.91288
H -2.06948 -3.70984 2.30802
H -1.29455 -2.12025 2.32194
H -2.52289 -3.53232 -0.08016
H -2.93067 -1.91923 0.52097
H -0.91092 -0.98516 -0.29219
H -1.09282 -2.26155 -1.49362
H 4.63070 1.72901 1.63549
H 7.12142 1.80847 1.66990
H 7.42310 -1.72134 -0.33796
H 4.95925 -1.98058 -0.48702
H -4.94292 2.40137 1.52400
H -7.08153 1.13640 1.38018
*
```

**HOMO-LUMO gap**: 8.99 eV
**SMILES string**: COc1ccc(-c2nnn(CC(=O)N(CCO)[C@@H](C(=O)NC3CCCC3)c3ccncc3)n2)cc1
**LUMO**: 0.5 eV

Entry 2:
Formula: C27H21N3O4PSe3W
Source: the OMol25 dataset
Level of theory: ωB97M-V/def2-TZVPD

ORCA input file:
```
! wB97M-V def2-TZVPD RIJCOSX def2/J DEFGRID3
* xyz 1 3
W 0.47360 0.09340 -0.45360
O -1.46900 -1.69910 5.99440
C -0.69670 -0.78710 5.91800
O -0.11900 0.04710 6.55310
C -0.25950 -0.60840 4.30800
C 0.58980 0.46070 3.95420
C 0.90590 0.63450 2.63780
N 0.41610 -0.16640 1.63040
C -0.43510 -1.22260 2.03440
C -0.76130 -1.46370 3.37030
C -0.99500 -1.97650 0.91460
O -1.60670 -3.01550 0.94500
O -0.66190 -1.32260 -0.25250
H 0.97820 1.11850 4.71280
H 1.56790 1.44250 2.31850
H -1.40870 -2.29470 3.60720
Se -0.18130 -0.19930 -2.90120
P -1.45320 1.56390 -2.29020
Se -1.51960 1.61700 -0.06340
C -3.12320 1.38970 -2.98000
C -3.25630 0.88810 -4.26960
C -4.51970 0.80310 -4.82380
C -5.62660 1.20780 -4.09260
C -5.48190 1.69410 -2.80240
C -4.22470 1.78900 -2.23430
C -0.58150 3.02620 -2.95840
C -0.51070 4.20270 -2.22350
C 0.19030 5.27280 -2.74910
C 0.80870 5.16260 -3.98440
C 0.70200 3.99450 -4.72490
C 0.00470 2.91760 -4.21540
H -2.37960 0.55410 -4.81100
H -4.64000 0.41490 -5.82270
H -6.61000 1.13070 -4.52560
H -6.34580 1.99770 -2.23300
H -4.08910 2.15580 -1.22270
H -0.98380 4.27090 -1.25270
H 0.26140 6.18790 -2.18420
H 1.39140 5.98590 -4.36700
H 1.17250 3.91590 -5.69240
H -0.06860 1.99210 -4.77200
C 3.08240 -1.25850 -2.72760
N 2.55830 -2.14440 -1.71390
C 1.99170 -1.74570 -0.54890
Se 2.08610 1.72630 -0.63840
N 1.77220 -2.88690 0.16130
C 2.16730 -4.00100 -0.54510
C 2.08270 -5.35920 -0.27340
C 2.50800 -6.21730 -1.26680
C 3.01780 -5.74170 -2.47930
C 3.11860 -4.39180 -2.74980
C 2.67510 -3.52060 -1.76140
H 3.07420 -0.22260 -2.36990
H 2.50630 -1.33860 -3.65480
H 4.11850 -1.52870 -2.93990
H 1.41470 -2.93560 1.10580
H 1.67730 -5.72030 0.65560
H 2.43410 -7.28200 -1.11160
H 3.32630 -6.45210 -3.23150
H 3.50490 -4.03320 -3.68810
*
```

**HOMO-LUMO gap (spin up / spin down)**: 6.53 / 4.65 eV
**LUMO (spin up / spin down)**: -4.5 / -6.5 eV

What E_tot values result from the calculations? In sequence: -43979.29096; -248148.39357 eV.